{
  "formula": "C43H34O28",
  "method": "ωB97M-V with the def2-TZVPD basis set",
  "symbols": ["O", "C", "O", "C", "C", "C", "C", "C", "O", "C", "O", "H", "H", "H", "H", "H", "H", "H", "H", "H", "H", "C", "C", "C", "O", "C", "C", "C", "O", "O", "O", "H", "H", "H", "H", "C", "C", "C", "O", "C", "C", "C", "O", "O", "O", "H", "H", "H", "H", "C", "C", "C", "O", "C", "C", "C", "O", "O", "O", "H", "H", "H", "H", "C", "C", "C", "O", "C", "C", "C", "O", "O", "O", "H", "H", "H", "H", "C", "C", "C", "O", "C", "C", "C", "O", "O", "O", "H", "H", "H", "H", "C", "C", "C", "O", "C", "C", "C", "O", "O", "O", "H", "H", "H", "H"],
  "coordinates": [[2.00329, 5.57624, -1.06485], [0.94744, 5.28585, -1.42881], [0.66817, 3.99992, -1.71124], [-0.15041, 6.29740, -1.58255], [-1.15538, 6.11526, -0.40385], [-2.60588, 6.44089, -0.72099], [-3.26465, 5.77913, -1.95084], [-4.44922, 4.96672, -1.43702], [-4.40968, 4.98241, -0.00288], [-3.36006, 5.72069, 0.41773], [-3.07751, 5.71860, 1.54319], [-0.23770, 3.79787, -1.45010], [-0.59158, 6.22922, -2.57347], [0.30367, 7.26958, -1.47556], [-1.08468, 5.10872, -0.01464], [-0.82268, 6.76775, 0.38607], [-2.91265, 7.47488, -0.74710], [-3.75649, 6.53778, -2.54702], [-2.65030, 5.20602, -2.62512], [-4.44983, 3.92526, -1.74732], [-5.42150, 5.35515, -1.71486], [2.86392, 2.53576, 0.64547], [2.20004, 1.39832, 0.89211], [2.72155, 0.37982, 1.86500], [2.07393, -0.63169, 2.07342], [3.99321, 0.64425, 2.52142], [4.65726, 1.77899, 2.26916], [4.12144, 2.80932, 1.31974], [4.76747, 3.82682, 1.14776], [5.82121, 2.06560, 2.83673], [1.04830, 1.11462, 0.29200], [2.50161, 3.27984, -0.05287], [4.36712, -0.10437, 3.20574], [6.08564, 2.93802, 2.48389], [0.76021, 0.24275, 0.62794], [0.37206, -2.17109, 4.52371], [-0.56825, -1.31883, 4.94641], [-1.01316, -1.27987, 6.37783], [-1.85990, -0.46818, 6.69997], [-0.40974, -2.22294, 7.31121], [0.52864, -3.07811, 6.88763], [0.99219, -3.09870, 5.46073], [1.86165, -3.88904, 5.14709], [1.11030, -3.95955, 7.69490], [-1.16762, -0.45303, 4.13124], [0.70137, -2.20396, 3.49495], [-0.74949, -2.19788, 8.33689], [1.74819, -4.45014, 7.14056], [-1.80003, 0.04434, 4.68565], [-0.88856, 3.22985, -7.29296], [-1.39910, 3.94628, -6.28612], [-0.53734, 4.47419, -5.17861], [-1.06429, 5.13471, -4.29606], [0.88256, 4.16908, -5.20163], [1.39622, 3.44810, -6.20733], [0.54054, 2.94016, -7.33135], [1.07058, 2.30754, -8.22241], [2.68316, 3.13752, -6.27651], [-2.69574, 4.23799, -6.20150], [-1.49885, 2.84598, -8.09806], [1.48957, 4.53963, -4.38705], [2.79310, 2.61625, -7.09627], [-2.80096, 4.76697, -5.38824], [-1.64854, -3.15061, -0.90362], [-2.30952, -4.28510, -0.64654], [-1.78517, -5.29577, 0.32851], [-2.44643, -6.29909, 0.52865], [-0.51640, -5.03189, 0.98113], [0.15098, -3.89761, 0.72415], [-0.38568, -2.87070, -0.23389], [0.24608, -1.84827, -0.42233], [1.31144, -3.62675, 1.30183], [-3.46399, -4.58674, -1.23056], [-2.01719, -2.41330, -1.60240], [-0.14410, -5.77776, 1.66940], [1.60081, -2.75329, 0.96800], [-3.73584, -5.45395, -0.87120], [5.08232, 1.97789, -3.79792], [5.80844, 0.91129, -4.15001], [6.92024, 0.39247, -3.28751], [7.52833, -0.59378, -3.66007], [7.21796, 1.09862, -2.04921], [6.49478, 2.16946, -1.69492], [5.36408, 2.67334, -2.54678], [4.73351, 3.63759, -2.16363], [6.72595, 2.84788, -0.57617], [5.59576, 0.24079, -5.28018], [4.27721, 2.35906, -4.41108], [8.03198, 0.72474, -1.44435], [6.06425, 3.57098, -0.55142], [6.25284, -0.48218, -5.28985], [-4.65544, -9.47068, 4.27590], [-5.95407, -9.76230, 4.40956], [-6.96926, -9.32858, 3.39491], [-8.13186, -9.64427, 3.56992], [-6.51184, -8.54883, 2.25501], [-5.21181, -8.25095, 2.11773], [-4.19083, -8.70844, 3.12224], [-3.02395, -8.42528, 2.93894], [-4.75281, -7.54073, 1.09545], [-6.43079, -10.45239, 5.44176], [-3.91575, -9.78060, 5.00041], [-7.25588, -8.22839, 1.53969], [-3.77833, -7.45161, 1.20618], [-7.39381, -10.52484, 5.29336]],
  "forces_ev_per_a": [[4.4, 0.9, 1.2], [-3.1, 0.2, -0.9], [-0.4, -1.0, 0.0], [-0.7, 0.0, 0.5], [0.6, 0.8, -1.4], [-1.2, -2.0, 0.0], [-0.8, 0.6, -0.3], [-0.4, -0.7, 0.6], [0.3, 0.1, -0.8], [-1.1, 0.3, -2.2], [1.1, 0.4, 3.4], [-0.2, -0.1, -0.4], [-0.2, -0.1, 0.2], [0.2, 0.3, -0.1], [-0.2, -0.4, 0.1], [0.0, 0.0, 0.5], [0.5, 0.5, 0.4], [0.5, 0.4, -0.4], [0.5, -0.2, 0.1], [0.2, -0.2, 0.0], [-0.1, 0.3, -0.2], [0.2, 0.2, -0.1], [-0.1, 0.3, -0.3], [0.5, -0.1, 0.4], [-0.3, 0.0, -0.3], [-0.2, -0.2, 0.0], [0.2, -0.3, 0.3], [-0.5, 0.1, -0.4], [0.2, 0.0, 0.3], [-0.1, 0.3, -0.2], [0.0, -0.4, 0.3], [0.0, 0.0, 0.0], [0.0, 0.0, 0.0], [0.0, 0.0, 0.0], [0.0, 0.0, -0.2], [0.2, -0.2, 0.0], [0.2, 0.0, -0.4], [0.1, -0.3, 0.5], [-0.1, 0.1, -0.3], [-0.2, 0.2, 0.0], [-0.2, 0.0, 0.4], [-0.1, 0.3, -0.5], [0.0, -0.1, 0.3], [0.2, -0.1, -0.3], [-0.1, 0.1, 0.3], [0.0, 0.0, 0.0], [0.0, 0.0, 0.0], [0.0, 0.0, 0.0], [0.0, 0.0, 0.0], [0.2, -0.1, -0.1], [-0.2, -0.1, -0.3], [0.6, 0.0, 0.2], [-0.3, -0.2, -0.5], [-0.2, 0.2, 0.2], [0.1, 0.2, 0.4], [-0.5, 0.0, -0.2], [0.3, 0.0, 0.1], [-0.1, -0.2, -0.3], [0.1, 0.1, 0.3], [0.0, 0.0, 0.0], [0.0, 0.0, 0.0], [0.1, 0.0, 0.0], [0.0, 0.0, 0.0], [0.2, 0.2, 0.0], [-0.2, 0.3, -0.3], [0.5, -0.1, 0.4], [-0.1, 0.1, -0.3], [-0.3, -0.2, 0.0], [0.1, -0.3, 0.3], [-0.5, 0.1, -0.4], [0.3, 0.0, 0.3], [0.0, 0.4, -0.3], [0.1, -0.3, 0.2], [0.0, 0.0, 0.0], [0.0, 0.0, 0.0], [0.0, 0.0, 0.2], [-0.1, 0.0, 0.0], [-0.1, 0.2, 0.1], [-0.3, 0.2, -0.2], [0.3, 0.1, 0.5], [-0.1, -0.1, -0.3], [0.0, -0.2, -0.2], [0.4, -0.2, 0.2], [-0.3, -0.1, -0.5], [0.1, 0.0, 0.2], [-0.3, 0.1, -0.3], [0.2, -0.2, 0.1], [0.0, 0.0, 0.0], [0.0, 0.0, 0.0], [0.0, 0.0, 0.2], [0.0, 0.0, 0.0], [0.2, 0.1, -0.1], [0.3, -0.1, 0.3], [-0.1, 0.3, -0.5], [0.0, -0.1, 0.3], [-0.2, -0.1, 0.2], [-0.3, 0.1, -0.3], [0.1, -0.3, 0.5], [0.0, 0.1, -0.2], [0.4, -0.2, 0.3], [-0.3, 0.0, -0.2], [0.0, 0.0, 0.0], [0.0, 0.0, 0.0], [-0.2, 0.1, -0.1], [0.0, 0.0, 0.0]],
  "homo_energy_ev": -9.5,
  "orbital_gap_ev": 7.6,
  "e_above_lowest_kj_mol": 0.0,
  "spin_multiplicity": 1,
  "total_energy_ev": -102469.7236,
  "smiles": "O=C(O)CC[C@H]1CCOC1=O.O=C1C=C(O)C(=O)C=C1O.O=C1C=C(O)C(=O)C=C1O.O=C1C=C(O)C(=O)C=C1O.O=C1C=C(O)C(=O)C=C1O.O=C1C=C(O)C(=O)C=C1O.O=C1C=C(O)C(=O)C=C1O",
  "lumo_energy_ev": -1.95
}